C2HN3O2 | the ωB97M-V functional and the def2-TZVPD basis

```
8
Properties=species:S:1:pos:R:3:mulliken_charge:R:1
O -0.86 -2.25 0.03 -0.413
C -0.28 -1.18 -0.10 0.537
N -0.32 -0.42 -1.44 -0.040
N -0.41 0.83 -1.34 -0.086
N -0.32 1.62 -0.03 -0.236
C 0.48 0.75 0.71 0.005
O 0.79 -0.63 0.71 -0.210
H 0.92 1.28 1.46 0.443
```

Values from the calculation:
**HOMO energy**: -10.4 eV
**2S+1**: 1
**Net charge**: 0
**SMILES**: O=c1nnnco1
**ΔE to the lowest compared entry with this formula, charge and spin**: 486.9 kJ/mol